(1)
Molecular formula: C2H5N4O2
Method: DFT, ωB97M-V/def2-TZVPD

Positions of all 13 atoms, in Å:
1 C -0.56 -0.99 -1.83
2 C -0.90 0.30 -1.34
3 N 0.26 -1.01 1.91
4 N -0.87 2.31 -0.03
5 N -0.81 1.24 -0.64
6 N 1.23 -0.19 1.84
7 O 1.14 1.01 1.90
8 O 2.28 -0.79 1.70
9 H 0.25 -0.71 -2.63
10 H -1.34 -1.45 -2.23
11 H -0.07 -1.50 -1.06
12 H -0.66 -0.56 1.93
13 H 0.04 2.34 0.49

## Properties
total energy = -448.52204 Ha
frontier orbital gap = 7.492 eV
net charge = -1
LUMO energy = 0.12921 Ha

---

(2)
Molecular formula: C2H5N4O2
Method: DFT, ωB97M-V/def2-TZVPD

Positions of all 13 atoms, in Å:
1 C -1.40 1.04 0.23
2 C -0.14 0.21 0.06
3 N 0.98 0.90 -0.18
4 N -0.53 -2.11 0.27
5 N -0.01 -1.05 0.64
6 N 2.13 0.19 -0.21
7 O 2.13 -0.99 0.12
8 O 3.19 0.86 -0.34
9 H -2.23 0.59 0.69
10 H -1.78 1.37 -0.72
11 H -1.07 2.06 0.74
12 H -1.11 -0.24 -2.19
13 H -0.16 -2.84 0.90

## Properties
total energy = -448.43543 Ha
spin multiplicity = 3
frontier orbital gap (spin up / spin down) = 5.853 / 6.756 eV
net charge = -1
LUMO energy (spin up / spin down) = 0.15574 / 0.10554 Ha

---

(3)
Molecular formula: C2H5N5O
Method: DFT, ωB97M-V/def2-TZVPD

Positions of all 13 atoms, in Å:
1 N 0.66 0.97 2.09
2 N 0.76 1.36 0.75
3 C 0.21 0.52 -0.04
4 O 0.23 0.79 -1.42
5 C -0.28 -0.27 -1.98
6 N -0.50 -1.23 -1.23
7 N -0.01 -0.91 0.11
8 N -0.90 -1.25 1.05
9 H 1.63 0.89 2.52
10 H 0.37 1.79 2.64
11 H -0.67 -0.24 -2.94
12 H -1.75 -0.63 0.96
13 H -1.17 -2.17 0.92

## Properties
total energy = -428.09061 Ha
frontier orbital gap = 9.661 eV
SMILES string = N/N=c1/ocnn1N
LUMO energy = 0.02839 Ha

---

(4)
Molecular formula: C2H5N5O
Method: DFT, ωB97M-V/def2-TZVPD

Positions of all 13 atoms, in Å:
1 C -0.92 1.28 1.07
2 C -1.09 0.04 0.91
3 N -0.70 -1.23 1.05
4 N 0.67 -1.52 0.79
5 N 1.09 -0.65 -0.35
6 N -0.01 -0.08 -0.86
7 N 0.27 1.05 -1.65
8 O -0.93 2.48 0.87
9 H -1.47 -1.85 0.79
10 H 0.73 -2.50 0.56
11 H 1.83 -0.11 0.08
12 H -0.64 1.54 -1.62
13 H 1.18 1.54 -1.65

## Properties
total energy = -427.97146 Ha
frontier orbital gap (spin up / spin down) = 7.870 / 7.578 eV
LUMO energy (spin up / spin down) = 0.00964 / -0.00255 Ha

---

(5)
Molecular formula: C2H5N5O
Method: DFT, ωB97M-V/def2-TZVPD

Positions of all 13 atoms, in Å:
1 C 1.19 0.98 0.61
2 C 0.97 -0.41 -0.99
3 H -1.85 1.11 0.59
4 H -1.35 0.16 1.97
5 H 1.46 1.65 1.38
6 H 0.64 -1.48 -2.51
7 H -1.99 -1.28 -0.18
8 N -1.11 0.98 1.38
9 N -0.15 0.69 0.56
10 N 1.84 0.38 -0.29
11 N 1.42 -1.07 -1.95
12 N -0.29 -0.16 -0.52
13 O -0.78 -1.56 -0.04

## Properties
total energy = -428.02251 Ha
frontier orbital gap = 8.379 eV
LUMO energy = -0.01018 Ha

---

(6)
Molecular formula: C2H5N6
Method: DFT, ωB97M-V/def2-TZVPD

Positions of all 13 atoms, in Å:
1 C 1.12 0.82 -0.55
2 N -0.63 0.83 -0.01
3 N -1.12 1.88 -0.42
4 N -2.42 1.91 -0.56
5 N -3.31 1.18 -0.22
6 N -3.50 0.30 0.69
7 C -2.54 -0.54 0.80
8 N -1.24 -0.37 0.25
9 H 1.15 0.36 -1.51
10 H 1.34 1.95 -0.53
11 H 1.58 0.16 0.24
12 H -2.89 -1.53 1.26
13 H -0.60 -1.06 -0.06

## Properties
total energy = -407.18166 Ha
frontier orbital gap (spin up / spin down) = 7.690 / 7.682 eV
SMILES string = CN1N=NN=NC=[NH+]1
net charge = +1
LUMO energy (spin up / spin down) = -0.25292 / -0.25258 Ha

---

Across the entries above, ΔE to the lowest compared entry with this formula, charge and spin takes the values 58.0; 25.0; 83.2; 157.9; 125.9; 109.1 kcal per mole, respectively.